Record 1
Formula: C3H6N2OS2
Source: OMol25
Level of theory: ωB97M-V with the def2-TZVPD basis set

For the largest force on an atom, the calculation gives 0.0996 hartree/bohr. As for the net charge: 0. For the energy relative to the best compared isomer or geometry (same formula, charge and spin), the calculation gives 77.4 kcal/mol. The orbital gap comes out at 9.5 eV. As for the SMILES: O=C(CS)N/C=N\S. Its total energy is -1098.950550 Eh. The spin multiplicity is 1.

Each line ends with the natural charge from an NBO analysis.
CARTESIAN COORDINATES (ANGSTROEM)
O -1.953 1.799 -0.524  -0.584
C -1.046 1.024 -0.277  0.681
C -0.837 -0.359 -0.952  -0.593
S -1.794 -1.465 0.310  -0.090
N -0.071 1.304 0.607  -0.673
C 0.922 0.475 1.307  0.248
N 1.944 -0.180 0.913  -0.536
S 2.192 -0.272 -0.790  0.123
H -1.520 -0.451 -1.780  0.250
H 0.046 -0.760 -1.389  0.249
H -0.856 -2.291 0.968  0.150
H -0.081 2.241 0.848  0.410
H 0.702 0.530 2.329  0.183
H 3.622 -0.586 -0.230  0.183

=====

Record 2
Formula: C5H6ClO2P
Source: OMol25
Level of theory: ωB97M-V with the def2-TZVPD basis set

For the largest force on an atom, the calculation gives 0.1993 hartree/bohr. As for the net charge: 0. For the energy relative to the best compared isomer or geometry (same formula, charge and spin), the calculation gives 80.5 kcal/mol. The orbital gap (alpha / beta) comes out at 7.9 / 7.9 eV. As for the SMILES: O=C1CCP(CCl)C1=O. Its total energy is -1146.030841 Eh. The spin multiplicity is 1.

Each line ends with the natural charge from an NBO analysis.
CARTESIAN COORDINATES (ANGSTROEM)
O 1.573 2.779 0.214  -0.440
C 1.078 1.791 -0.243  0.477
C 1.589 0.328 0.033  -0.521
C 0.445 -0.694 -0.065  -0.685
P -0.545 -0.065 -1.515  0.819
C -2.112 0.144 -0.711  -0.642
Cl -3.189 -1.395 -0.670  -0.113
C -0.123 1.644 -1.102  0.114
O -1.060 2.762 -1.304  -0.485
H 2.309 0.332 -0.816  0.246
H 2.013 0.494 1.031  0.256
H 0.798 -1.755 -0.137  0.253
H -0.216 -0.750 0.745  0.231
H -2.071 0.324 0.333  0.226
H -2.793 0.850 -1.094  0.266